[1]
C5H6NO4PS | wB97M-V/def2-TZVPD

Computed properties:
Relative energy (zero: lowest compared OMol25 entry of this formula, charge and spin) = 47.20 kJ/mol
Total charge = -2
LUMO = 5.4 eV
HOMO level = 0.498 eV
Gap between HOMO and LUMO = 4.92 eV

Structure (XYZ):
```
18
Properties=species:S:1:pos:R:3:forces:R:3
C -1.818085 -1.193025 0.439199 -0.700 0.060 0.205
C -2.389412 0.079294 -0.213621 -0.026 0.008 -0.042
C 1.365735 1.919537 0.257816 -0.302 -1.562 -0.363
C 0.730488 -1.617443 -0.199117 0.719 1.800 1.267
C -0.911491 0.404013 -0.457855 0.283 0.934 -0.177
N -0.551891 -0.848457 0.155063 -0.091 -0.014 0.169
O 0.692321 -2.169644 -1.319507 -0.083 -0.655 -1.313
O 3.092485 0.108584 -0.902930 -0.063 0.002 -0.628
O -2.352654 -2.122831 1.016515 0.027 -0.280 -0.039
O 2.507572 -0.250188 1.565594 -0.202 -0.095 0.757
P 2.035606 -0.025424 0.157129 0.966 0.337 0.072
S -0.422067 1.960295 0.414318 -0.559 -0.191 0.030
H -2.967366 -0.123073 -1.116672 0.016 -0.031 0.000
H -2.919365 0.772878 0.436154 -0.068 -0.013 0.087
H 1.796370 2.323122 1.168864 0.119 -0.123 0.070
H 1.676144 2.479486 -0.621884 0.156 -0.089 -0.052
H 0.993281 -2.206914 0.706384 -0.058 0.153 -0.016
H -0.557666 0.509792 -1.485458 -0.136 -0.241 -0.029
```
Positions in Å, forces in eV/Å.

Atom charges from the natural (NBO) analysis, given in e for atoms 1 to 4:
1 C 0.6904
2 C -0.5226
3 C -0.8996
4 C 0.1355

---

[2]
C5H6NP | wB97M-V/def2-TZVPD

Computed properties:
Relative energy (zero: lowest compared OMol25 entry of this formula, charge and spin) = 175.13 kJ/mol
Total charge = 0
LUMO (spin up / spin down) = 0.6 / -2.9 eV
HOMO level (spin up / spin down) = -6.971 / -9.198 eV
Spin multiplicity = 3
Gap between HOMO and LUMO (spin up / spin down) = 7.61 / 6.30 eV

Structure (XYZ):
```
13
Properties=species:S:1:pos:R:3:forces:R:3
C 0.603281 -1.294658 -0.370586 -2.536 1.155 1.149
C -0.384642 -1.512010 0.498842 -0.015 3.245 -0.876
C 0.709884 0.104056 -0.945409 -0.872 -1.924 3.076
C -0.122460 1.048367 -0.251417 -1.387 -7.427 0.581
C -1.166719 -0.338571 0.974810 3.324 2.687 -0.670
N 1.625049 0.127773 -1.845268 0.812 1.214 -1.465
P 0.064740 2.687222 -0.064367 1.299 4.222 -2.118
H 1.201204 -2.101223 -0.624216 1.449 -0.985 -1.007
H -0.670774 -2.368728 0.970292 -0.282 -2.769 0.844
H -2.252456 -0.334926 0.887049 0.233 0.209 0.133
H -0.682624 0.020179 1.970422 -1.382 -0.307 -1.602
H 1.704013 1.053015 -2.242468 0.242 0.573 -0.252
H -0.628496 2.909503 1.042317 -0.885 0.106 2.209
```
Positions in Å, forces in eV/Å.

Atom charges from the natural (NBO) analysis, given in e for atoms 1 to 4:
1 C -0.1915
2 C -0.2292
3 C 0.0766
4 C -0.3532

---

[3]
C5H6O | wB97M-V/def2-TZVPD

Computed properties:
Relative energy (zero: lowest compared OMol25 entry of this formula, charge and spin) = 427.45 kJ/mol
Total charge = 0
LUMO = 1.1 eV
HOMO level = -8.659 eV
Gap between HOMO and LUMO = 9.77 eV

Structure (XYZ):
```
12
Properties=species:S:1:pos:R:3:forces:R:3
C 0.507528 0.887668 -0.746575 1.167 1.129 0.641
C 0.041462 -0.499925 -0.899034 -6.320 -1.232 -2.857
C 0.217416 -1.208207 0.366363 -0.084 -0.383 1.461
O 1.041878 -0.350217 1.166863 0.143 -0.082 -0.003
C 0.163347 0.725316 0.743351 -0.063 0.775 0.740
C -0.968767 -0.295842 0.398297 2.005 0.097 0.852
H -0.069343 1.662577 -1.252021 -0.128 -0.308 0.024
H 1.574294 0.999801 -0.963038 -0.053 0.308 0.066
H -0.955200 -0.728819 -1.505695 3.122 -0.327 -0.131
H 0.303570 -2.277042 0.501042 0.043 0.049 -0.065
H 0.125097 1.558505 1.444798 0.077 -0.107 -0.028
H -1.981281 -0.473814 0.745648 0.091 0.081 -0.700
```
Positions in Å, forces in eV/Å.

Atom charges from the natural (NBO) analysis, given in e for atoms 1 to 4:
1 C -0.4362
2 C -0.2534
3 C 0.0583
4 O -0.5039

---

[4]
C5H6O | wB97M-V/def2-TZVPD

Computed properties:
Relative energy (zero: lowest compared OMol25 entry of this formula, charge and spin) = 476.67 kJ/mol
Total charge = 0
LUMO = 0.8 eV
HOMO level = -8.219 eV
SMILES = C#C[C@]1(C)CO1
Gap between HOMO and LUMO = 9.03 eV

Structure (XYZ):
```
12
Properties=species:S:1:pos:R:3:forces:R:3
C 2.303956 -0.706863 -0.262053 -0.286 0.121 0.323
C 1.203819 -0.344394 0.083059 0.550 -0.044 0.423
C -0.171830 0.025433 0.226739 0.086 0.207 -0.200
C -1.223178 -1.100794 0.184456 0.123 0.211 -0.280
C -0.132051 1.747666 -0.179253 -0.041 -0.358 -0.225
O -0.666798 1.117823 0.910774 -0.157 0.050 0.586
H 3.298129 -0.986712 -0.527300 -0.156 -0.021 0.036
H -0.769096 -2.099516 0.244985 0.111 0.419 -0.171
H -1.874640 -1.081014 -0.692026 0.089 0.097 -0.034
H -1.874129 -0.986096 1.066921 0.295 0.173 -0.269
H -0.559640 1.780556 -1.169832 -1.084 0.167 0.281
H 0.465454 2.633911 0.113528 0.471 -1.023 -0.469
```
Positions in Å, forces in eV/Å.

Atom charges from the natural (NBO) analysis, given in e for atoms 1 to 4:
1 C -0.2338
2 C -0.0778
3 C 0.1924
4 C -0.6410

---

[5]
C5H6O | wB97M-V/def2-TZVPD

Computed properties:
Relative energy (zero: lowest compared OMol25 entry of this formula, charge and spin) = 405.23 kJ/mol
Total charge = 0
LUMO = 0.0 eV
HOMO level = -8.663 eV
Gap between HOMO and LUMO = 8.70 eV

Structure (XYZ):
```
12
Properties=species:S:1:pos:R:3:forces:R:3
C -1.998601 -0.117884 -0.689621 0.042 0.001 -0.044
C -1.100122 0.001513 0.524412 -0.298 -0.021 0.105
C 1.190799 -0.417163 0.633384 -0.037 0.332 -0.286
O 0.246107 0.314801 0.104019 0.356 -0.265 0.172
C 2.465999 0.060402 0.174988 0.505 0.076 -0.043
C 3.617827 0.349753 -0.067093 -0.552 -0.111 0.068
H -3.045216 -0.140723 -0.364642 0.196 -0.046 -0.085
H -1.782584 -1.027657 -1.260542 -0.036 0.162 0.126
H -1.862486 0.744230 -1.349898 -0.050 -0.103 0.110
H -1.059454 -0.914221 1.120623 0.019 0.138 -0.094
H -1.409371 0.834185 1.162744 0.021 -0.090 -0.081
H 4.618826 0.635962 -0.306033 -0.165 -0.073 0.051
```
Positions in Å, forces in eV/Å.

Atom charges from the natural (NBO) analysis, given in e for atoms 1 to 4:
1 C -0.6347
2 C -0.0678
3 C 0.2081
4 O -0.4583

---

[6]
C5H6O | wB97M-V/def2-TZVPD

Computed properties:
Relative energy (zero: lowest compared OMol25 entry of this formula, charge and spin) = 270.64 kJ/mol
Total charge = 0
LUMO = 1.1 eV
HOMO level = -10.030 eV
SMILES = C#C[C@@H]1O[C@@H]1C
Gap between HOMO and LUMO = 11.14 eV

Structure (XYZ):
```
12
Properties=species:S:1:pos:R:3:forces:R:3
C 2.198944 0.508658 -0.676683 -0.238 -0.416 0.109
C 1.462023 -0.358812 -0.281458 0.311 0.419 -0.183
C 0.397443 -1.204948 0.224682 0.310 0.007 0.079
O -0.687287 -1.451131 -0.659617 -0.070 -0.027 -0.134
C -0.911078 -0.549128 0.417254 -0.152 0.237 0.160
C -1.079205 0.915419 0.068880 -0.085 -0.015 0.018
H 2.823185 1.289993 -1.052697 -0.006 -0.230 0.082
H 0.681597 -2.052351 0.845520 -0.002 0.147 -0.085
H -1.552452 -0.952006 1.202170 0.092 0.040 -0.149
H -0.126832 1.441048 0.182815 -0.194 0.000 0.012
H -1.824072 1.397289 0.707636 0.054 -0.126 -0.107
H -1.382263 1.015973 -0.978498 -0.020 -0.035 0.198
```
Positions in Å, forces in eV/Å.

Atom charges from the natural (NBO) analysis, given in e for atoms 1 to 4:
1 C -0.2272
2 C -0.0252
3 C -0.0325
4 O -0.4652

---

[7]
C5H6O | wB97M-V/def2-TZVPD

Computed properties:
Relative energy (zero: lowest compared OMol25 entry of this formula, charge and spin) = 108.85 kJ/mol
Total charge = 0
LUMO = -0.3 eV
HOMO level = -9.894 eV
SMILES = C=CC(=O)C=C
Gap between HOMO and LUMO = 9.58 eV

Structure (XYZ):
```
12
Properties=species:S:1:pos:R:3:forces:R:3
C 2.479304 0.160401 0.038126 -0.953 -0.471 -0.026
C 1.271280 -0.425371 -0.050660 0.940 -0.316 0.093
C 0.009294 0.358525 -0.033540 -0.269 0.073 -0.470
O -0.000312 1.573704 -0.063696 -0.045 -0.273 0.162
C -1.258865 -0.455521 -0.036994 -0.783 0.809 0.250
C -2.450520 0.163694 0.028529 0.468 -1.216 0.032
H 3.399903 -0.432316 0.075231 -0.379 0.387 -0.108
H 2.501266 1.249752 0.086392 0.232 -0.269 0.064
H 1.156443 -1.516682 -0.133208 0.202 0.513 0.133
H -1.181458 -1.538459 -0.052066 0.006 0.111 -0.026
H -2.521012 1.223708 0.068719 0.198 0.763 -0.008
H -3.405323 -0.361438 0.073169 0.381 -0.113 -0.094
```
Positions in Å, forces in eV/Å.

Atom charges from the natural (NBO) analysis, given in e for atoms 1 to 4:
1 C -0.2847
2 C -0.3193
3 C 0.4945
4 O -0.5413

---

[8]
C5H6O | wB97M-V/def2-TZVPD

Computed properties:
Relative energy (zero: lowest compared OMol25 entry of this formula, charge and spin) = 148.20 kJ/mol
Total charge = 0
LUMO = 0.9 eV
HOMO level = -9.688 eV
SMILES = C#CCC(C)=O
Gap between HOMO and LUMO = 10.55 eV

Structure (XYZ):
```
12
Properties=species:S:1:pos:R:3:forces:R:3
C 2.229168 0.134379 1.033394 -0.307 -0.181 -0.318
C 1.443254 -0.301342 0.232333 0.330 0.201 0.348
C 0.449620 -0.825915 -0.706243 0.014 -0.090 -0.032
C -0.990830 -0.520954 -0.277333 -0.220 -0.126 0.006
C -1.296880 0.906079 0.110091 -0.083 0.018 0.018
O -1.826646 -1.394425 -0.274437 0.329 0.327 -0.031
H 2.930894 0.511869 1.744361 -0.115 -0.065 -0.137
H 0.604470 -0.373992 -1.696361 -0.026 -0.045 0.148
H 0.543040 -1.909935 -0.818024 0.007 0.152 0.042
H -2.377993 1.049846 0.144566 0.152 -0.024 0.004
H -0.838546 1.612809 -0.590121 -0.043 -0.120 0.090
H -0.869550 1.111585 1.097778 -0.038 -0.047 -0.139
```
Positions in Å, forces in eV/Å.

Atom charges from the natural (NBO) analysis, given in e for atoms 1 to 4:
1 C -0.2462
2 C 0.0029
3 C -0.5907
4 C 0.6148

---

[9]
C5H6O | wB97M-V/def2-TZVPD

Computed properties:
Relative energy (zero: lowest compared OMol25 entry of this formula, charge and spin) = 340.41 kJ/mol
Total charge = 0
LUMO (spin up / spin down) = 0.1 / 0.0 eV
HOMO level (spin up / spin down) = -7.736 / -7.871 eV
SMILES = C=C(C)C=C=O
Gap between HOMO and LUMO (spin up / spin down) = 7.81 / 7.86 eV

Structure (XYZ):
```
12
Properties=species:S:1:pos:R:3:forces:R:3
C 0.656267 -1.151887 0.143415 0.364 0.329 -0.075
C -0.068297 0.079054 0.034472 0.194 0.141 0.012
C -1.567639 0.090424 -0.057779 -0.032 -0.020 -0.016
C 0.674630 1.228685 -0.096041 -0.274 -0.208 0.006
C 2.075894 0.945598 -0.070691 0.099 -0.276 0.095
O 2.406442 -0.222370 -0.167067 -0.468 -0.026 0.015
H 0.323939 -2.004963 -0.440694 -0.031 0.022 0.010
H 1.108969 -1.415246 1.092469 0.025 0.061 -0.027
H -2.020634 -0.217704 0.887461 0.042 0.022 -0.051
H -1.896304 -0.627548 -0.814226 0.033 0.034 0.034
H -1.950514 1.075919 -0.323628 0.047 -0.044 0.013
H 0.257246 2.220037 -0.187690 0.001 -0.036 -0.016
```
Positions in Å, forces in eV/Å.

Atom charges from the natural (NBO) analysis, given in e for atoms 1 to 4:
1 C -0.3268
2 C 0.0454
3 C -0.6330
4 C -0.3885